i.
14
Properties=species:S:1:pos:R:3 method="wB97M-V/def2-TZVPD" e_lumo_ev=0.79 multiplicity=1
C 2.59 -0.28 -0.27
C 1.11 -0.15 -0.36
O 0.57 1.12 -0.74
N 0.23 -1.03 -0.23
H 1.21 1.83 -0.59
H -2.43 -1.16 1.05
H 2.97 0.36 0.53
H 2.83 -1.31 -0.04
H 3.05 0.02 -1.20
N -3.09 -0.44 0.75
O -2.29 0.74 0.55
H -2.70 1.41 1.11
H -3.42 -0.70 -0.18
H -0.64 -0.41 -0.39

ii.
14
Properties=species:S:1:pos:R:3 method="wB97M-V/def2-TZVPD" e_lumo_ev=0.74 multiplicity=1
C 1.65 0.42 -0.26
C 0.35 0.45 0.51
O -0.59 1.66 -0.11
O 0.25 0.24 1.69
H -0.13 2.26 -0.70
H 2.28 -0.38 0.13
H 1.44 0.26 -1.31
H 2.17 1.37 -0.13
N -0.85 -0.76 -0.48
N -1.62 -1.51 0.48
H -2.03 -0.81 1.09
H -0.93 -1.98 1.07
H -0.62 -1.37 -1.26
H -1.36 0.15 -0.72

iii.
14
Properties=species:S:1:pos:R:3 method="wB97M-V/def2-TZVPD" e_lumo_ev=0.72 multiplicity=1
N -1.15 -1.93 -0.82
C -0.33 -0.75 -0.73
N -0.81 0.32 0.18
H -1.92 -1.77 -1.45
H -1.61 -2.12 0.07
H -0.20 -0.30 -1.71
H 0.70 -0.95 -0.41
H -0.99 -0.09 1.09
H -1.66 0.72 -0.22
O 1.72 0.47 1.79
C 1.96 1.30 0.95
O 1.10 2.03 0.30
H 3.01 1.50 0.67
H 0.17 1.56 0.27

iv.
14
Properties=species:S:1:pos:R:3 method="wB97M-V/def2-TZVPD" e_lumo_ev=0.62 multiplicity=1
O -1.02 -1.11 2.18
C 0.13 -0.87 1.83
N 0.28 -0.18 0.63
C -0.97 0.31 0.14
N -1.31 -0.27 -1.22
H 1.00 -1.28 2.48
H 1.19 -0.20 0.05
H -1.81 0.14 0.92
H -0.78 1.37 0.10
H -1.69 0.27 -1.98
H -1.96 -0.98 -1.22
H 2.00 0.39 -1.77
H 2.36 1.71 -1.02
O 2.58 0.71 -1.12

Relative energies, hartree: i 0.0813; ii 0.0766; iii 0.0000; iv 0.0416.

i.
14
Properties=species:S:1:pos:R:3 method="wB97M-V/def2-TZVPD" e_lumo_ev=0.64 multiplicity=1
N -0.74 0.04 -2.29
C -0.56 -1.37 -2.55
N -0.55 -2.21 -1.32
H 0.06 0.61 -1.83
H -1.58 0.30 -1.79
H 0.34 -1.44 -3.18
H -1.37 -1.87 -3.17
H -1.17 -1.79 -0.66
H 0.41 -2.16 -0.93
O 0.64 0.81 2.86
C 0.85 2.02 3.10
O 1.52 2.41 4.32
H 0.82 2.87 2.41
H 1.31 1.78 5.02

ii.
14
Properties=species:S:1:pos:R:3 method="wB97M-V/def2-TZVPD" e_lumo_ev=0.91 multiplicity=1
C 1.39 -1.11 0.83
C -1.33 0.58 -0.07
N 0.00 0.84 0.44
N -1.21 0.28 -1.48
O 1.87 -0.74 1.86
O 1.98 -1.03 -0.36
H 2.82 -0.54 -0.29
H -0.03 1.16 1.40
H 0.45 1.55 -0.13
H 0.46 -1.68 0.74
H -0.53 -0.46 -1.61
H -2.10 -0.04 -1.86
H -2.01 1.45 0.02
H -1.76 -0.25 0.53

iii.
14
Properties=species:S:1:pos:R:3 method="wB97M-V/def2-TZVPD" e_lumo_ev=0.80 multiplicity=1
N -0.34 2.20 0.63
C 0.67 1.20 0.72
N 2.00 1.63 -0.04
H 0.14 3.13 0.79
H -0.82 2.27 -0.28
H 0.15 0.38 0.28
H 1.05 1.06 1.74
H 1.71 2.29 -0.73
H 2.74 2.11 0.62
O -0.04 -2.10 0.34
C -1.09 -1.60 -0.17
O -1.38 -1.91 -1.41
H -1.57 -0.69 0.20
H -1.08 -2.83 -1.49

Relative energies, hartree: i 0.0300; ii 0.0000; iii 0.0439.

i.
14
Properties=species:S:1:pos:R:3 method="wB97M-V/def2-TZVPD" e_lumo_ev=0.63 multiplicity=1
N -1.33 1.29 0.76
C -1.73 0.22 1.61
O -1.88 -1.05 0.95
H -2.08 1.55 0.13
H -0.54 1.02 0.16
H -2.73 0.42 2.02
H -1.04 0.14 2.45
H -1.18 -1.08 0.29
C 1.94 0.07 -1.45
N 2.14 -1.14 -0.86
O 0.99 0.78 -1.28
H 2.75 0.33 -2.16
H 1.62 -1.33 -0.02
H 3.02 -1.61 -1.00

ii.
14
Properties=species:S:1:pos:R:3 method="wB97M-V/def2-TZVPD" e_lumo_ev=0.83 multiplicity=1
O -0.76 1.20 -1.87
C -1.10 1.17 -0.71
N -0.20 1.06 0.31
C 1.14 0.56 0.03
N 1.07 -0.89 -0.13
H -2.11 1.26 -0.29
H -0.61 1.04 1.22
H 1.37 1.03 -0.92
H 1.79 0.77 0.87
H 1.98 -1.34 -0.20
H 0.56 -1.08 -0.98
H 0.16 -1.96 1.18
H -0.75 -3.09 1.63
O -0.42 -2.24 1.93

Relative energies, hartree: i 0.0072; ii 0.0000.

i.
38
Properties=species:S:1:pos:R:3 method="wB97M-V/def2-TZVPD" e_lumo_ev=-3.86 charge=+1 multiplicity=1
C 0.95 2.30 -1.16
C 0.91 0.84 -1.20
C 2.50 1.98 0.58
C 1.45 0.98 1.06
C 2.93 -1.50 -0.21
C 0.80 -1.89 1.12
C 0.58 -1.92 -1.25
C -1.99 2.55 0.74
C -2.67 0.16 1.47
C -2.60 0.32 -1.62
C 1.40 -1.20 -0.15
C -2.07 1.20 0.60
N 2.11 2.68 -0.39
N 1.16 0.20 -0.08
O -1.62 0.77 -0.66
H 0.94 2.64 -2.11
H 0.88 0.38 -2.11
H 3.39 2.34 0.95
H 1.81 0.48 1.89
H 0.46 1.56 1.34
H 3.23 -2.58 -0.09
H 3.43 -0.96 -1.13
H 3.31 -1.09 0.63
H -0.23 -1.38 1.36
H 1.25 -1.77 2.08
H 0.77 -3.01 1.06
H 0.83 -1.51 -2.19
H 0.98 -2.94 -1.38
H -0.42 -1.74 -1.05
H -1.70 3.27 0.06
H -2.34 2.96 1.62
H 0.08 2.65 -0.78
H -3.70 0.07 1.50
H -2.36 -0.77 1.28
H -2.35 0.49 2.44
H -3.18 -0.38 -0.95
H -2.25 -0.38 -2.42
H -3.11 1.11 -1.96

ii.
38
Properties=species:S:1:pos:R:3 method="wB97M-V/def2-TZVPD" e_lumo_ev="-4.44 / -4.44" charge=+1 multiplicity=1
C 0.76 2.64 -0.18
C 0.60 1.36 -0.47
C 1.61 1.98 1.85
C 0.78 0.62 1.78
C 2.86 -0.57 -0.28
C 1.11 -2.22 0.45
C 0.83 -1.02 -1.70
C -2.35 1.46 0.88
C -2.12 -1.16 1.09
C -2.37 1.07 -1.90
C 1.23 -0.84 -0.23
C -2.12 0.14 0.29
N 1.52 2.91 0.97
N 0.54 0.32 0.41
O -2.09 -0.09 -1.04
H 0.62 3.44 -0.86
H 0.25 1.27 -1.42
H 2.24 2.06 2.78
H 1.53 -0.10 2.20
H -0.15 0.69 2.38
H 3.27 -0.96 -1.17
H 3.13 0.46 -0.33
H 3.48 -0.98 0.57
H 1.85 -2.82 -0.22
H 0.06 -2.60 0.24
H 1.49 -2.39 1.48
H 1.10 -0.06 -2.33
H 1.44 -1.91 -2.09
H -0.21 -1.44 -1.78
H -3.45 1.54 0.73
H -2.15 1.35 1.93
H -1.82 2.32 0.44
H -2.28 -2.02 0.50
H -1.17 -1.05 1.60
H -2.91 -1.11 1.79
H -3.45 1.34 -1.68
H -2.34 0.76 -2.87
H -1.73 1.87 -1.60

Relative energies, hartree: i 0.0157; ii 0.0000.

i.
20
Properties=species:S:1:pos:R:3 method="wB97M-V/def2-TZVPD" e_lumo_ev=0.70 multiplicity=1
C 0.55 2.07 0.93
C -0.12 1.08 0.35
O 0.17 -0.26 0.54
C -1.24 1.21 -0.60
C -1.20 0.62 -1.80
H 1.33 1.87 1.65
H 0.23 3.08 0.73
H 0.57 -0.42 1.38
H -2.02 1.93 -0.38
H -0.46 -0.09 -2.12
H -2.06 0.83 -2.42
H 0.18 -3.04 2.36
H -0.69 -2.04 3.09
O 0.13 -2.10 2.60
H 3.40 1.89 -2.40
H 3.30 0.39 -2.13
O 2.93 1.11 -2.66
H -2.36 -3.05 0.10
H -1.17 -2.11 0.29
O -1.49 -2.98 0.49

ii.
20
Properties=species:S:1:pos:R:3 method="wB97M-V/def2-TZVPD" e_lumo_ev=-0.13 multiplicity=1
C 2.40 -2.77 1.13
C 1.37 -1.89 0.95
C 1.22 -1.05 -0.22
C 0.09 -0.61 -0.80
O 0.30 0.11 -1.95
H 2.24 -3.42 1.98
H 3.30 -3.09 0.77
H 0.62 -1.77 1.85
H 2.22 -0.95 -0.70
H -0.96 -0.63 -0.45
H -0.47 0.63 -2.25
H -2.44 1.28 0.04
H -3.14 -0.06 -0.09
O -2.53 0.55 -0.60
H 3.55 1.82 -1.00
H 2.16 1.80 -1.52
O 2.95 2.26 -1.54
H -4.54 1.92 1.68
H -4.01 3.03 0.94
O -4.31 2.83 1.79

Relative energies, hartree: i 0.0000; ii 0.0484.

i.
20
Properties=species:S:1:pos:R:3 method="wB97M-V/def2-TZVPD" e_lumo_ev=0.64 multiplicity=1
O -1.96 1.76 -0.60
O -0.17 3.02 -3.54
C -1.74 2.02 -1.98
C -0.43 2.83 -2.19
H -1.22 1.20 -0.28
H -0.49 2.22 -4.01
H -1.74 1.06 -2.53
H -2.65 2.58 -2.28
H -0.43 3.78 -1.63
H 0.34 2.17 -1.74
O 3.64 -0.82 -4.11
O 2.18 0.34 -6.15
C 3.83 0.56 -4.40
C 2.54 1.11 -4.96
H 3.06 -1.12 -4.84
H 2.92 -0.23 -6.46
H 4.29 1.08 -3.54
H 4.61 0.43 -5.18
H 1.80 1.19 -4.14
H 2.66 2.11 -5.41

ii.
20
Properties=species:S:1:pos:R:3 method="wB97M-V/def2-TZVPD" e_lumo_ev=0.37 multiplicity=1
C -1.35 -0.07 1.15
C -1.96 -0.82 -1.02
O -1.21 -1.05 0.16
O -0.81 1.14 0.73
O -2.66 0.13 1.51
H -3.05 0.78 0.91
H 0.78 0.12 -1.23
H -0.84 -0.49 2.02
H -3.02 -1.02 -0.85
H -1.83 0.21 -1.37
H -1.58 -1.51 -1.77
C 2.39 -0.07 1.49
C 1.73 0.35 -1.69
O 1.84 0.96 1.76
H 0.11 1.23 1.04
H 3.46 -0.23 1.68
H 1.86 -0.92 1.04
H 2.21 1.17 -1.17
H 1.57 0.63 -2.73
H 2.37 -0.53 -1.66

Relative energies, hartree: i 0.0305; ii 0.0000.